# 1
An isolated molecule of C2H5N5 in a non-equilibrium geometry. Source: the Open Molecules 2025 dataset; level of theory: the ωB97M-V functional and the def2-TZVPD basis.

Atoms and positions in Å:
N 1.26441 1.61226 0.01977
C 0.20535 0.71922 -0.07034
N -1.02490 1.08648 -0.04624
N -1.67642 -0.05320 0.13246
N -1.02698 -1.18550 0.06665
C 0.21950 -0.69580 -0.11644
N 1.47662 -1.49725 -0.13312
H 1.10306 2.63926 0.08838
H 2.26536 1.04411 0.30347
H -2.61365 -0.09286 -0.35322
H 2.22051 -0.98663 0.38118
H 1.38653 -2.48399 0.42418

Forces on atoms 1 to 6 (eV/Å):
N 3.5 -2.4 0.5
C 1.7 0.3 -0.1
N -1.1 0.7 0.4
N -5.3 0.4 -1.5
N 3.5 0.7 -0.9
C 2.3 -2.7 1.5

Values from the calculation:
Calculated total energy ... -352.91568 a.u.
Gap between HOMO and LUMO ... 0.32911 hartree
SMILES string ... Nc1n[nH]nc1N
Highest occupied orbital energy ... -8.240 eV
Energy above the lowest of the compared OMol25 structures with the same formula, charge and spin ... 2.696 eV

***

# 2
A cluster of 2 separate species, C8H15B3F2NO6P in total in a non-equilibrium geometry. Source: the Open Molecules 2025 dataset; level of theory: the ωB97M-V functional and the def2-TZVPD basis.

Atoms and positions in Å:
C 0.64608 -0.84722 -1.04177
P -0.07420 0.82877 -1.60677
C -0.82498 0.74916 -3.36265
B -1.26269 1.60335 -0.32139
O -1.26690 3.10406 -0.20482
B -2.65740 3.45218 -0.66367
O -3.85786 2.75876 -0.09941
B -3.56118 1.29144 0.02059
N -4.52738 0.18921 -0.40761
C -3.74260 -1.12400 -0.41968
O -3.57937 -1.82503 0.73159
F -3.16734 -1.72981 -1.67548
C -4.96201 0.38557 -1.86721
O -5.96373 -0.35471 -2.35619
F -4.35547 1.39743 -2.78497
O -2.21371 0.88732 0.55147
H 1.69787 -0.96047 -1.58924
H 0.88507 -0.91641 0.11752
H 0.00914 -1.78971 -1.34553
H -1.07472 1.87453 -3.67113
H -1.84936 0.14867 -3.41692
H -0.10348 0.33642 -4.19303
H -2.76527 4.26063 -1.52355
C 4.67007 -1.38030 2.00999
C 4.17186 -0.90240 3.34944
C 2.87982 -0.20813 2.97760
O 2.36362 -0.88126 1.82107
C 3.38242 -1.75002 1.30676
H 5.37471 -2.21322 2.07478
H 5.16138 -0.55513 1.48078
H 3.96110 -1.76301 3.99521
H 4.87354 -0.24690 3.87144
H 3.05489 0.83801 2.70499
H 2.14012 -0.23982 3.78277
H 3.08838 -2.78055 1.53385
H 3.44959 -1.63744 0.22116

Forces on atoms 1 to 6 (eV/Å):
C 0.5 -1.7 -0.1
P 1.7 -0.4 -0.3
C -1.7 0.4 -1.1
B -1.1 1.4 1.5
O -3.9 -2.7 -1.9
B 1.1 -1.4 2.2

Values from the calculation:
Calculated total energy ... -1435.69680 a.u.
Gap between HOMO and LUMO ... 0.26509 hartree
SMILES string ... CP(C)B1OBOB(N(C(=O)F)C(=O)F)O1.C1CCOC1
Highest occupied orbital energy ... -8.190 eV

***

# 3
An isolated molecule of C6H7N in a non-equilibrium geometry. Source: the Open Molecules 2025 dataset; level of theory: the ωB97M-V functional and the def2-TZVPD basis.

Atoms and positions in Å:
C 0.00901 0.97585 -2.29001
C -0.20031 0.66422 -1.14662
C -0.39382 0.27547 0.25413
C -1.52739 -0.74686 0.39772
C 0.91078 -0.31354 0.84113
C 2.12119 0.43297 0.49260
N 3.09360 0.99430 0.22068
H 0.19800 1.25361 -3.30264
H -0.65361 1.17658 0.82537
H -1.30207 -1.65031 -0.17961
H -1.66002 -1.02842 1.44751
H -2.47015 -0.33385 0.02983
H 0.83586 -0.36141 1.93282
H 1.03895 -1.33863 0.47707

Forces on atoms 1 to 6 (eV/Å):
C -0.1 -0.2 0.5
C 0.1 0.2 -0.5
C 0.0 0.0 0.0
C -0.1 0.0 0.0
C 0.0 -0.1 0.0
C 0.8 0.5 -0.2

Values from the calculation:
Calculated total energy ... -287.50627 a.u.
Gap between HOMO and LUMO ... 0.40956 hartree
SMILES string ... C#C[C@@H](C)CC#N
Highest occupied orbital energy ... -10.362 eV
Energy above the lowest of the compared OMol25 structures with the same formula, charge and spin ... 2.203 eV

***

# 4
A structure of composition C10H20Cl2N2RuS in a non-equilibrium geometry. Source: the Open Molecules 2025 dataset; level of theory: the ωB97M-V functional and the def2-TZVPD basis.

Atoms and positions in Å:
Ru 0.23387 -0.26282 -0.31504
Cl -0.28419 -2.38442 -1.02608
Cl 0.88556 1.69578 0.80070
C 1.89918 -0.14466 -1.28307
H 2.65965 0.60848 -1.04399
H 2.33066 -1.01477 -1.78255
C -0.61352 0.72278 -1.76690
C 0.74154 0.52378 -2.25057
H -0.70458 1.54248 -1.03726
C 0.83960 -0.38219 -3.49563
H 1.15461 1.52816 -2.46265
C -0.28267 -0.20698 -4.54435
H 1.80839 -0.19497 -3.96809
H 0.82853 -1.43419 -3.19066
C -1.62875 -0.18831 -3.83163
H -0.10403 0.72074 -5.11507
H -0.22904 -1.04313 -5.26210
C -1.65097 0.97315 -2.83820
H -2.44693 -0.08506 -4.54531
H -1.73389 -1.12818 -3.26994
H -1.29846 1.86996 -3.36774
H -2.65340 1.20192 -2.44561
C 0.75867 1.33773 4.22535
N -0.42776 0.82625 3.52955
C -0.43969 -0.44361 3.08324
S -1.16807 -0.80803 1.57069
N 0.02622 -1.44353 3.85972
C -0.18064 -1.46690 5.31446
H 1.19511 0.56463 4.85110
H 0.44262 2.18502 4.83563
H 1.49412 1.69080 3.49799
H -0.77920 1.47624 2.81789
H 0.01125 -2.35756 3.39985
H -1.20534 -1.17139 5.57869
H -0.00994 -2.49379 5.65046
H 0.53148 -0.81338 5.82714

Forces on atoms 1 to 6 (eV/Å):
Ru -1.8 -3.0 5.2
Cl -0.4 -2.2 -0.5
Cl 0.8 2.1 1.6
C 2.7 1.0 -2.1
H -0.2 -0.3 0.0
H 0.0 0.1 0.1

Values from the calculation:
Spin multiplicity ... 6
Calculated total energy ... -1915.89249 a.u.
Gap between HOMO and LUMO (alpha / beta) ... 0.14856 / 0.27483 hartree
Highest occupied orbital energy (alpha / beta) ... -1.184 / -4.656 eV
Total charge ... -1
Energy above the lowest of the compared OMol25 structures with the same formula, charge and spin ... 0.000 eV

***

# 5
A structure of composition C15H43AlF3KLiN6O12S3 in a non-equilibrium geometry. Source: the Open Molecules 2025 dataset; level of theory: the ωB97M-V functional and the def2-TZVPD basis.

Atoms and positions in Å:
N -1.75300 1.32640 1.89920
N -2.71259 2.29840 2.34979
S -3.99929 2.39822 1.21768
H -1.11948 1.72126 1.21539
H -2.25977 0.54861 1.48944
H -4.82743 1.31657 1.56277
K -3.31640 0.09960 3.14314
O -5.53104 -0.99429 -0.43809
H -4.99834 -0.20714 -0.28124
C -2.04447 -4.39416 -1.67562
N -2.33136 -5.10334 -0.37122
C -1.15820 -5.97222 -0.04952
C -3.53169 -5.95135 -0.54882
C -2.49708 -4.11970 0.77450
C -3.66290 -3.17307 0.63553
O -3.55516 -2.40827 -0.50223
H -1.66984 -5.13977 -2.37623
H -2.95756 -3.95744 -2.05755
H -1.29530 -3.63250 -1.49645
H -1.01991 -6.68571 -0.85791
H -1.34956 -6.49175 0.88684
H -0.27912 -5.34304 0.04497
H -4.36857 -5.31941 -0.84199
H -3.74903 -6.47058 0.40490
H -3.32481 -6.67953 -1.33144
H -1.55913 -3.56888 0.81341
H -2.60029 -4.71216 1.68679
H -3.69524 -2.47664 1.49723
H -4.63120 -3.70772 0.62003
H -4.51024 -1.79477 -0.57432
O -8.45429 0.20348 -3.26260
C -7.64896 0.47579 -2.40442
C -6.58209 2.09000 -3.07814
O -5.83143 2.24074 -2.14954
H -6.81561 -0.22451 -2.19362
H -7.99427 0.88102 -1.41621
H -7.39212 2.82122 -3.28400
H -6.21079 1.74024 -4.06282
C 2.73309 4.22396 -1.66429
N 3.23992 3.61398 -0.39358
C 4.69018 3.96915 -0.26528
C 3.09704 2.13948 -0.46918
C 2.54631 4.16913 0.81988
C 1.06572 3.92113 0.96111
O 0.37393 4.50599 -0.13394
H 3.45241 3.99179 -2.44570
H 1.77463 3.79188 -1.91825
H 2.65657 5.29815 -1.53486
H 5.22666 3.57478 -1.12207
H 5.08349 3.54118 0.64736
H 4.76347 5.05302 -0.23837
H 2.04901 1.89401 -0.62017
H 3.46414 1.70458 0.45528
H 3.68744 1.78073 -1.30721
H 2.73506 5.24109 0.79203
H 3.06064 3.73682 1.67714
H 0.72534 4.39534 1.88506
H 0.83279 2.85163 1.01780
H -0.56039 4.28287 -0.06796
N -10.01088 -0.22032 0.48480
H -9.13262 -0.53273 0.90822
H -10.17822 0.75910 0.73032
H -9.93775 -0.30508 -0.53557
H -10.78650 -0.79440 0.82170
Li -5.39826 -7.69070 0.62837
N 8.87014 2.94675 1.23506
S 10.14335 2.37380 0.43892
O 11.32553 3.11683 0.63663
O 9.83126 1.91346 -0.86403
F 10.32762 1.08642 1.29405
S 8.34331 4.36232 0.73987
O 7.44375 4.95210 1.66259
O 7.99399 4.45195 -0.63607
F 9.61442 5.25646 0.87468
Al -4.16983 -10.11675 0.29970
C 5.57860 -1.80062 0.82109
C 6.94934 -1.60786 1.44900
O 7.30560 -0.32306 0.97076
C 6.17503 0.37764 0.76109
O 6.13124 1.55297 0.61273
O 5.09055 -0.45079 0.74980
F 7.83380 -2.51939 1.00756
H 5.66030 -2.21370 -0.18425
H 4.91651 -2.42122 1.41710
H 6.95710 -1.60032 2.53976

Forces on atoms 1 to 6 (eV/Å):
N 0.6 0.3 0.3
N -0.3 0.4 -1.0
S -0.2 -0.1 0.5
H 0.0 -0.1 -0.2
H 0.9 0.3 -1.6
H 0.3 0.4 -0.3

Values from the calculation:
Calculated total energy ... -4171.35674 a.u.
Gap between HOMO and LUMO ... 0.03036 hartree
Highest occupied orbital energy ... -12.331 eV
Total charge ... +3

***

# 6
A cluster of 10 separate species, C26H74F6N4O14P in total in a non-equilibrium geometry. Source: the Open Molecules 2025 dataset; level of theory: the ωB97M-V functional and the def2-TZVPD basis.

Atoms and positions in Å:
P 0.44092 0.28160 -0.22140
F 0.69718 1.13338 -1.50903
F -0.91780 -0.38255 -0.77591
F 1.24906 -0.94324 -0.83152
F 0.23502 -0.71829 1.04172
F 1.81046 0.77458 0.42133
F -0.41468 1.43191 0.53907
C -0.20481 0.40943 -4.70930
C -1.23038 1.35872 -5.33966
C -1.01908 2.81450 -4.70253
O -1.68882 3.83539 -5.38525
C -3.14182 3.92602 -5.19353
N -0.84777 1.34963 -6.75714
H -0.38656 -0.52503 -5.24019
H -0.26715 0.07311 -3.67436
H 0.84290 0.59618 -4.94492
H -2.23803 0.95685 -5.23363
H 0.02953 3.11137 -4.72186
H -1.22267 2.70944 -3.63687
H -3.69506 3.01617 -5.42630
H -3.56644 4.60607 -5.93200
H -3.48083 4.23488 -4.20471
H -0.47744 0.51561 -7.19000
H -0.07697 1.96950 -6.96137
C 1.54250 3.74716 2.11469
C 2.39415 2.79964 3.01483
C 1.50906 1.76991 3.69401
O 2.21115 1.08431 4.76132
C 1.51306 -0.05340 5.09835
N 3.44079 2.26756 2.11617
H 2.17667 4.45864 1.58580
H 0.77622 4.29012 2.66797
H 1.03459 3.26893 1.27718
H 2.78571 3.38868 3.84416
H 1.06516 1.06307 2.99298
H 0.65292 2.22739 4.18984
H 1.43333 -0.85132 4.36006
H 0.52996 0.16410 5.51585
H 1.97310 -0.41456 6.01814
H 3.83695 3.03943 1.59907
H 2.82908 1.82270 1.44683
C 1.59439 -4.12355 2.04438
C 1.07580 -4.57203 0.66291
C -0.53157 -4.39149 0.46928
O -0.88697 -4.72291 -0.86491
C -2.02263 -4.10289 -1.35602
N 1.82080 -3.78895 -0.37282
H 1.03252 -4.74524 2.74144
H 1.42704 -3.09049 2.34913
H 2.65752 -4.30219 2.20549
H 1.35473 -5.61752 0.53159
H -0.74877 -3.32368 0.44298
H -1.09421 -4.79392 1.31165
H -1.83947 -3.23961 -1.99579
H -2.63946 -3.58809 -0.61940
H -2.70020 -4.77307 -1.88503
H 1.76357 -2.87775 0.05909
H 1.00208 -3.69975 -0.95749
C -3.32373 0.96005 4.55216
C -2.46735 0.02537 3.68732
C -3.17253 -1.34041 3.62977
O -3.37510 -1.93190 4.84512
C -3.57865 -3.36868 4.80217
N -2.33721 0.52398 2.34924
H -2.95078 1.98022 4.46121
H -3.27435 0.74920 5.62043
H -4.39563 0.99788 4.35802
H -1.51170 0.02524 4.21156
H -2.59116 -1.98710 2.97258
H -4.15230 -1.25194 3.16038
H -3.97247 -3.74533 5.74617
H -2.68673 -3.89772 4.46648
H -4.40972 -3.65241 4.15647
H -1.50651 0.06091 2.00925
H -3.05602 0.15735 1.74179
C -4.30797 3.60631 1.34010
C -2.86836 3.73391 0.73446
O -1.85378 3.48999 1.64677
O -4.46756 2.27163 1.73174
H -5.01600 3.91861 0.57246
H -4.24513 4.32261 2.15929
H -2.73763 4.76850 0.41724
H -2.57628 3.04764 -0.06042
H -1.51091 2.61074 1.47085
H -3.66749 2.00223 2.18880
C -3.60092 1.31672 -2.00564
C -3.78846 -0.14732 -2.42689
O -5.18172 -0.39368 -2.53437
O -4.08742 2.24599 -2.95658
H -2.59206 1.58078 -1.68849
H -4.19347 1.51989 -1.11362
H -3.39568 -0.94922 -1.80177
H -3.23290 -0.34146 -3.34436
H -5.37306 -1.20079 -3.01765
H -4.69237 1.77785 -3.53663
C 5.65369 2.35638 -1.67737
C 4.27173 1.53868 -1.45975
O 4.52029 0.18252 -1.79390
O 5.78376 2.53750 -3.10675
H 6.45694 1.75374 -1.25345
H 5.61856 3.29064 -1.11699
H 3.48436 2.04525 -2.01791
H 4.00131 1.67394 -0.41253
H 5.14246 0.21800 -2.52414
H 4.95611 2.96868 -3.33187
C 3.86792 -1.00868 2.57256
C 4.46692 -2.31800 3.35110
O 5.42760 -3.06149 2.58916
O 3.24181 -1.31660 1.35144
H 4.68096 -0.35887 2.24882
H 3.36701 -0.33424 3.26704
H 3.59041 -2.91302 3.60760
H 5.02080 -2.00883 4.23752
H 5.92979 -3.60615 3.19968
H 2.65346 -0.56732 1.23302
C 2.46990 -1.80868 -3.48532
C 1.44590 -2.85794 -3.66384
O 1.89519 -4.16563 -3.25564
O 3.29232 -2.20393 -2.31871
H 2.09836 -0.78399 -3.49382
H 3.03437 -1.98663 -4.40063
H 0.97842 -2.90060 -4.64758
H 0.57887 -2.54295 -3.08321
H 1.36180 -4.80660 -3.73130
H 3.46218 -1.35530 -1.90328

Forces on atoms 1 to 6 (eV/Å):
P -0.9 -3.1 0.5
F -0.4 1.1 -0.6
F -0.8 0.8 -0.9
F 0.7 -0.4 -1.4
F -0.3 0.4 1.9
F 0.4 1.3 0.5

Values from the calculation:
Calculated total energy ... -3247.95831 a.u.
Gap between HOMO and LUMO ... 0.30225 hartree
Highest occupied orbital energy ... -6.096 eV
Total charge ... -1